(1)
Density functional theory data (ωB97M-V with the def2-TZVPD basis set) for an isolated ion of composition C16H13F13I2N and charge +1 in a non-equilibrium geometry.

Each line ends with the natural charge from an NBO analysis.
Element x y z (Å)
C -3.356282 -2.145347 0.644355  -0.679
C -2.891979 -1.989280 -0.919368  -0.372
I -4.675845 -2.097684 -2.254868  0.156
C -1.955932 -0.681266 -1.242640  -0.241
I -3.240820 0.846768 -2.114109  0.244
N -0.789781 -1.156794 -2.073836  -0.413
C -0.640280 -0.955346 -3.575001  0.086
C 0.673732 -1.462960 -4.469960  -0.223
C 1.886299 -2.248677 -3.696215  -0.107
C 1.678113 -2.497231 -2.085342  -0.222
C 0.313380 -1.918507 -1.305414  0.298
C 0.271030 -2.274560 0.293827  -0.508
C 1.692704 -2.093265 1.088821  -0.475
C 2.375291 -0.610333 0.984168  0.671
F 3.389870 -0.540929 2.101952  -0.339
F 3.133821 -0.349451 -0.262503  -0.329
C 1.357990 0.652088 1.222926  0.600
F 0.320646 0.296717 2.218585  -0.316
F 0.793131 0.987049 -0.137692  -0.336
C 2.098962 2.022965 1.776608  0.613
F 3.460101 2.240223 1.156626  -0.302
F 2.371826 1.962870 3.261424  -0.299
C 1.261425 3.405043 1.504060  0.603
F 1.972266 4.479393 2.294397  -0.304
F 1.392806 3.855355 0.067534  -0.299
C -0.285554 3.403770 2.043942  0.584
F -0.418811 2.864008 3.444595  -0.304
F -1.238706 2.621377 1.217968  -0.314
C -0.931039 4.944295 2.129730  0.944
F -0.563290 5.624765 3.395033  -0.292
F -0.692097 5.747753 0.908642  -0.301
F -2.425162 4.734801 2.195460  -0.324
H -2.516382 -2.633202 1.338681  0.224
H -4.241842 -2.945610 0.649470  0.261
H -3.820334 -1.168439 1.113234  0.249
H -2.269631 -2.967396 -1.186308  0.239
H -1.482742 -0.175366 -0.269669  0.281
H -1.472124 -0.419909 -4.222659  0.290
H 0.699168 -1.258366 -5.643805  0.290
H 2.800516 -2.601584 -4.341521  0.281
H 2.518496 -3.085622 -1.478540  0.278
H -0.548361 -1.729074 0.918584  0.269
H 0.007042 -3.437662 0.361023  0.281
H 1.546492 -2.313334 2.253068  0.296
H 2.441887 -2.932047 0.694735  0.261

Force components x, y, z for each atom (eV/Å):
-1.05 -0.85 0.10
0.93 -1.10 1.08
0.80 -1.02 0.80
-0.41 -0.48 1.41
1.55 0.57 0.42
4.24 -1.51 -2.45
3.07 -1.60 -0.22
-0.30 -0.82 4.59
-4.39 1.70 1.84
-2.63 2.00 -2.44
2.34 -0.44 -2.98
-0.44 -0.52 0.17
0.57 -0.39 -0.17
2.20 -0.14 0.68
-2.98 -0.08 -3.29
-2.39 -0.88 3.61
-0.30 0.31 -0.36
2.86 1.02 -3.45
1.08 -1.05 4.31
3.02 1.18 1.45
-4.72 -1.06 1.76
-1.26 -0.12 -5.05
1.98 2.55 -0.42
-2.52 -3.52 -2.48
-0.83 -1.89 4.88
-2.63 -0.30 1.30
0.89 1.59 -4.76
3.45 2.18 2.26
-2.71 1.41 0.48
-1.04 -2.26 -4.99
-0.49 -2.76 4.64
5.10 0.86 -0.19
-1.68 1.39 -1.61
1.99 1.77 -0.02
1.21 -1.86 -1.04
-1.36 2.17 0.44
-1.19 -1.27 -2.19
1.62 -1.14 2.12
-0.19 -0.44 3.00
-1.88 0.66 1.72
-2.25 1.56 -1.43
1.43 -0.83 -1.58
0.55 2.53 -0.21
0.14 0.66 -2.67
-1.35 2.23 0.92

Calculated values
E_tot, eV: -69798.9760
E_HOMO, eV: -11.66
Charge: +1

***

(2)
Density functional theory data (ωB97M-V with the def2-TZVPD basis set) for a 10-piece molecular cluster, C20H60O10 overall in a non-equilibrium geometry.

Each line ends with the Mulliken charge.
Element x y z (Å)
C 2.540166 -1.295471 2.980656  -0.896
C 1.816176 -2.544781 2.394336  0.351
O 0.452156 -2.331131 2.761226  -0.626
H 3.570336 -1.420781 2.647266  0.372
H 2.629486 -1.149951 4.057196  0.306
H 2.198426 -0.325151 2.620406  0.090
H 2.282006 -3.402551 2.879446  0.393
H 1.917586 -2.711111 1.321886  -0.326
H 0.116306 -1.617781 2.213556  0.122
C 0.817396 -0.595801 -0.326774  -0.456
C -0.300304 0.339199 0.216186  0.010
O -0.253034 0.399129 1.610226  -0.035
H 1.770966 -0.193221 0.014896  0.348
H 0.915426 -0.644381 -1.411274  0.159
H 0.678906 -1.603281 0.065516  -0.163
H -1.256064 -0.018011 -0.167274  -0.016
H -0.328684 1.378139 -0.112274  0.494
H -0.711374 1.201399 1.870796  -0.329
C -3.209124 -3.365981 -1.431664  -1.208
C -3.098554 -2.036051 -2.152214  0.265
O -4.046464 -1.197131 -1.449794  -0.580
H -2.533304 -3.360871 -0.576474  0.198
H -3.058694 -4.246071 -2.056894  0.431
H -4.180994 -3.600131 -0.997234  0.421
H -3.316954 -2.271251 -3.193884  0.328
H -2.093304 -1.617781 -2.100814  -0.104
H -3.981364 -1.280531 -0.495644  0.268
C 1.246526 -0.086541 -4.545254  -0.252
C 1.387966 -0.079891 -6.051344  -0.512
O 2.377696 0.918409 -6.428494  -0.574
H 0.808306 0.846759 -4.191704  0.463
H 2.163476 -0.347571 -4.016894  -0.143
H 0.493426 -0.802761 -4.216664  0.049
H 0.532536 0.301879 -6.608674  0.404
H 1.708096 -1.074671 -6.361244  0.214
H 2.208376 1.830919 -6.183024  0.297
C -2.057204 4.740409 2.333836  -1.485
C -1.595744 3.336839 2.079806  -0.267
O -2.762454 2.545549 1.882146  -0.573
H -2.734534 5.068289 3.122396  0.275
H -2.440144 5.266739 1.459516  0.389
H -1.162504 5.346349 2.476866  0.351
H -0.966144 3.013159 2.908616  0.168
H -0.935644 3.118299 1.240396  0.562
H -3.269284 2.624439 2.693636  0.469
C -4.069524 -2.400951 2.111936  -1.279
C -3.228294 -1.083061 2.115726  1.245
O -3.639644 -0.155231 1.139056  -0.515
H -3.647734 -3.037261 1.333916  0.319
H -5.121514 -2.118441 2.151756  0.267
H -3.741904 -2.919941 3.012716  0.450
H -2.148704 -1.112791 1.968446  -0.309
H -3.337864 -0.501491 3.031076  -0.278
H -3.444494 0.762349 1.342926  0.308
C 2.576836 4.833999 0.875196  -1.172
C 2.119886 4.050439 2.179636  0.289
O 1.352706 4.911969 2.914756  -0.469
H 1.701206 4.994929 0.246326  0.300
H 3.157676 4.105149 0.309956  0.344
H 2.971256 5.832029 1.066186  0.328
H 2.936136 3.667159 2.791956  0.440
H 1.479876 3.218239 1.886516  -0.235
H 1.718126 5.045989 3.792316  0.267
C -2.366104 1.237679 5.036536  -0.606
C -2.875514 2.715859 5.150766  -0.309
O -4.077234 2.828239 4.302946  -0.613
H -1.813934 0.955619 4.140076  -0.177
H -3.152454 0.482879 5.030736  0.333
H -1.654774 0.994159 5.825726  0.438
H -2.129384 3.493609 4.988006  0.248
H -3.224694 2.965339 6.152736  0.469
H -4.479174 3.697619 4.367866  0.274
C 0.523026 -3.878951 -3.834494  -1.320
C 1.354176 -3.494771 -2.664074  0.464
O 0.854146 -4.034321 -1.462874  -0.584
H -0.503894 -3.542761 -3.691254  0.151
H 0.624496 -4.956271 -3.965534  0.435
H 0.912786 -3.638881 -4.823714  0.328
H 1.649246 -2.445761 -2.639014  -0.109
H 2.320826 -3.998411 -2.659734  0.312
H 1.401766 -3.708181 -0.745004  0.275
C 5.590636 -0.656501 -4.228314  -1.165
C 4.655876 -1.823141 -4.120844  0.120
O 4.191336 -1.831861 -2.787194  -0.521
H 5.183486 0.352159 -4.158154  0.265
H 6.180056 -0.496531 -5.131144  0.417
H 6.429216 -0.743901 -3.537484  0.316
H 5.185656 -2.750431 -4.338934  0.315
H 3.707706 -1.719161 -4.648344  0.011
H 3.538826 -1.151691 -2.605014  0.282

Force components x, y, z for each atom (eV/Å):
1.55 -0.31 -1.34
-0.35 2.13 1.93
-0.17 -1.61 -0.15
0.44 0.42 -0.05
-0.60 -0.87 0.14
-0.32 -0.24 -0.43
-0.72 -0.29 0.18
0.27 0.42 -0.09
-0.03 0.37 0.04
-0.01 1.31 0.59
-0.28 -0.28 -1.70
0.29 -0.49 0.93
0.18 -0.22 0.23
-0.58 0.08 -0.04
-0.09 0.08 -0.09
-0.36 -0.43 0.33
0.86 0.06 -0.74
-0.21 -0.17 0.25
0.68 -1.10 0.45
-1.29 -0.83 1.85
0.12 0.58 -2.30
0.29 -0.40 -0.08
0.72 0.03 -0.08
-0.37 0.74 -0.24
-0.67 1.04 -0.10
0.15 0.00 0.03
0.46 0.09 0.16
-1.33 -0.13 0.25
0.63 2.11 0.37
1.30 -1.25 -0.47
0.50 0.32 0.08
0.10 0.33 -0.24
-0.03 -0.42 -0.16
-0.71 -0.97 0.41
0.20 0.36 -0.55
-0.72 -0.31 0.34
1.66 2.50 -1.24
-1.13 -0.33 0.52
0.72 -0.94 -0.43
-0.03 -1.15 0.38
-0.41 -0.62 -0.44
0.31 0.05 0.46
-0.23 -0.30 0.64
-0.24 0.97 -0.55
-0.67 -0.01 0.50
2.38 1.46 0.50
0.03 1.30 0.67
-1.35 -0.52 -1.71
-1.01 0.05 -0.44
0.08 -0.54 -0.43
-0.43 -0.02 0.30
0.16 -1.30 0.25
-0.18 -0.72 0.72
0.35 0.12 0.31
-0.98 -1.73 0.76
0.91 0.53 -1.95
-1.44 1.39 1.68
-0.30 0.02 0.17
0.73 0.59 -0.16
0.59 -0.44 0.13
0.31 -0.08 -0.36
0.21 -0.35 -0.21
-0.03 -0.01 -0.08
0.23 0.56 -0.02
-1.20 -1.03 0.20
1.21 -0.31 -0.01
0.04 0.76 -0.40
-0.38 0.43 0.49
-0.21 0.18 0.31
0.18 -0.19 -0.82
0.07 -0.58 0.32
0.12 0.17 0.19
-0.02 -0.94 -0.45
2.50 -0.62 0.15
-1.59 0.45 0.67
-0.06 -0.23 -0.30
-0.83 -0.35 0.60
0.12 1.14 0.19
-0.71 0.35 0.30
0.49 0.17 -1.23
0.02 -0.07 0.06
1.67 1.20 -1.05
-0.78 1.26 0.38
0.31 -1.19 1.75
-0.68 -0.21 0.63
-0.36 -0.81 -0.80
-0.40 -0.13 0.66
-0.36 -0.09 0.14
0.57 -0.16 -1.27
0.15 0.16 -0.40

Calculated values
E_tot, eV: -42182.2640
E_HOMO, eV: -9.31
ΔE to the lowest compared entry with this formula, charge and spin, kcal/mol: 104.6
Charge: 0

***

(3)
Density functional theory data (ωB97M-V with the def2-TZVPD basis set) for a 2-piece molecular cluster, ClH5Si2 overall in a non-equilibrium geometry.

Each line ends with the natural charge from an NBO analysis.
Element x y z (Å)
Si -1.729276 0.849096 0.752980  0.509
Si 1.436819 -0.774587 -0.767481  0.749
Cl 2.290117 -1.999937 0.584577  -0.390
H -2.287972 0.888646 2.084714  -0.158
H -0.933372 1.926613 0.085239  -0.131
H -2.611707 0.026150 0.078771  -0.179
H 1.851992 -1.398736 -2.042374  -0.186
H 1.983399 0.482754 -0.776425  -0.214

Force components x, y, z for each atom (eV/Å):
2.02 0.22 0.27
-1.42 -1.72 -0.63
0.40 -0.42 0.88
0.20 0.58 0.65
-0.67 -0.12 0.33
-1.19 -0.88 -1.56
-0.37 0.00 -0.21
1.03 2.34 0.27

Calculated values
E_tot, eV: -28355.3940
E_HOMO (spin up / spin down), eV: -7.72 / -8.18
ΔE to the lowest compared entry with this formula, charge and spin, kcal/mol: 84.3
Charge: 0

***

(4)
Density functional theory data (ωB97M-V with the def2-TZVPD basis set) for a 10-piece molecular cluster, C22H68N10O10 overall in a non-equilibrium geometry.

Each line ends with the Mulliken charge.
Element x y z (Å)
C -2.223493 -0.721325 -3.519615  -0.915
O -3.057318 -0.854343 -2.354215  -0.076
C -4.355772 -1.056858 -2.741470  -0.891
C -5.298764 -1.489076 -1.609870  0.263
C -5.602877 -0.425649 -0.525401  -1.348
N -5.031033 -2.730429 -0.982540  -0.643
H -2.089545 -1.642767 -4.086276  0.362
H -1.202380 -0.479098 -3.225072  0.158
H -2.514968 0.026060 -4.257556  0.399
H -4.724485 -0.108086 -3.131318  0.325
H -4.448018 -1.921910 -3.398189  0.472
H -6.194154 -1.582196 -2.224454  0.355
H -6.037236 0.500137 -0.902693  0.393
H -4.730661 -0.249195 0.104051  0.117
H -6.186338 -0.856086 0.288482  0.416
H -4.050637 -2.795620 -0.748700  0.062
H -5.089154 -3.515123 -1.615767  0.370
C -1.531563 3.844231 -1.673923  -0.788
O -2.768338 4.102635 -0.940165  -0.550
C -3.941432 3.511249 -1.624888  -0.230
C -5.247441 3.951789 -0.911790  0.434
C -5.342504 3.385458 0.515739  -1.199
N -6.420727 3.547461 -1.608688  -0.697
H -1.188683 4.722774 -2.220461  0.363
H -1.509056 2.905878 -2.228070  0.228
H -0.804339 3.697499 -0.875357  0.354
H -3.952101 3.798018 -2.676437  0.498
H -3.937961 2.427184 -1.738508  -0.077
H -5.286930 5.040997 -0.899171  0.299
H -6.251515 3.561342 1.090939  0.423
H -4.457271 3.461425 1.147157  0.330
H -5.321501 2.295675 0.522456  0.109
H -6.489574 3.989847 -2.514033  0.236
H -7.198374 3.973790 -1.125365  0.258
C -0.637075 -3.776581 5.415778  -0.764
O -1.685446 -3.360441 4.445783  -0.395
C -1.478286 -3.868790 3.150527  -0.972
C -0.077671 -3.433708 2.567836  0.283
C -0.002970 -1.877230 2.504865  -0.361
N 0.074201 -3.978290 1.195983  -0.754
H -0.401046 -4.840602 5.399870  0.318
H -0.934981 -3.262668 6.329701  0.336
H 0.322807 -3.293850 5.232242  0.231
H -1.450853 -4.958403 3.141650  0.464
H -2.295503 -3.586039 2.486966  0.317
H 0.786267 -3.709571 3.172509  0.506
H 0.960456 -1.638909 2.054163  -0.011
H 0.055204 -1.397416 3.481840  0.472
H -0.740468 -1.373523 1.879990  -0.059
H 0.918703 -3.520103 0.884567  0.009
H -0.601544 -3.582113 0.558401  0.517
C 6.307507 -0.712506 2.044993  -0.683
O 6.144812 0.439310 1.235566  -0.284
C 6.026097 0.208735 -0.117331  -0.153
C 5.483508 1.435277 -0.841004  0.191
C 6.610587 2.504819 -0.867046  -1.452
N 4.357333 2.067606 -0.095992  -0.501
H 5.510546 -1.436901 1.877079  0.218
H 6.331533 -0.352577 3.073580  0.215
H 7.250971 -1.217084 1.836730  0.315
H 6.878075 -0.182887 -0.673091  0.510
H 5.187099 -0.472603 -0.258652  -0.077
H 5.137828 1.157923 -1.836842  0.337
H 6.468415 3.359576 -1.528308  0.395
H 7.508023 1.980457 -1.195291  0.369
H 6.801738 3.045712 0.059770  0.288
H 4.807512 2.326525 0.770262  0.407
H 3.732649 1.321548 0.174697  -0.017
N 2.864193 0.982318 4.529141  -0.415
C 2.638390 0.789475 3.262888  0.642
N 3.403366 -0.188738 2.854766  0.205
O 1.721866 1.300847 2.627654  -0.661
H 2.454600 1.768369 5.013362  0.249
H 3.452134 0.307872 4.997698  0.102
H 3.894234 -0.623669 3.622872  0.208
H 3.413867 -0.610656 1.937180  -0.548
N 2.380687 2.704103 -2.680632  -0.238
C 1.706236 3.657175 -3.256591  0.677
N 1.369939 3.251754 -4.451945  -0.407
O 1.538329 4.715256 -2.769057  -0.634
H 2.803737 2.900778 -1.784841  0.053
H 2.759695 1.933057 -3.211615  0.174
H 1.530292 2.267887 -4.614401  0.150
H 0.862903 3.830658 -5.106069  0.229
N 2.485641 -2.589166 -0.635330  -0.065
C 2.972404 -3.323273 0.270375  0.497
N 3.401808 -4.360811 -0.244892  -0.438
O 3.019412 -3.072616 1.436622  -0.652
H 2.587067 -2.799380 -1.617996  0.227
H 2.333192 -1.622720 -0.384666  -0.068
H 3.731772 -5.121136 0.332272  0.287
H 3.388792 -4.555079 -1.235949  0.100
C 0.547567 0.295822 -0.751147  -0.144
O 1.745933 0.224968 0.004979  0.311
H -0.303034 0.526958 -0.109931  0.092
H 0.542917 1.103905 -1.482648  -0.201
H 0.313164 -0.649553 -1.240450  0.212
H 1.561287 0.639493 0.850961  -0.166
C -1.289250 -3.649864 -1.758495  -0.993
O -1.605060 -2.620116 -0.849120  0.001
H -0.933961 -4.515377 -1.199226  0.459
H -2.141709 -3.936805 -2.374183  0.283
H -0.406037 -3.353489 -2.324355  0.270
H -1.896249 -1.845552 -1.335792  0.080
C -1.103340 2.227191 1.782783  -0.708
O -2.082141 2.036263 0.732726  -0.341
H -0.150252 2.452903 1.304470  0.145
H -1.216185 3.074353 2.459302  0.384
H -0.928514 1.319171 2.359874  0.236
H -2.239577 2.797043 0.168783  0.379

Force components x, y, z for each atom (eV/Å):
0.85 -0.14 0.26
2.42 0.36 -0.95
-1.65 -0.34 1.03
-0.98 1.96 -0.18
0.72 -0.66 0.48
0.91 -1.48 0.23
-0.55 -0.48 0.13
-0.10 0.26 0.48
-0.58 0.30 0.34
-0.37 -0.13 -0.63
0.26 0.23 -0.87
-0.56 -0.23 0.28
0.12 -0.05 0.03
0.68 0.59 -0.58
-0.90 -0.19 -0.58
0.41 0.38 0.69
-0.60 -0.11 -0.39
0.12 0.41 1.47
-1.01 -1.48 -1.83
-0.14 0.79 0.36
1.26 0.56 1.22
0.74 -1.37 0.35
-1.25 -0.82 -1.06
-0.34 -0.17 -0.36
-0.47 0.14 -0.32
0.31 0.10 -0.10
0.01 0.77 -0.11
0.49 -0.41 0.86
0.78 0.32 0.43
0.00 0.81 -0.23
0.05 1.17 -0.04
-0.31 -0.38 -0.88
0.33 -0.02 -0.40
-0.32 -0.30 0.30
-0.76 1.74 -1.27
1.16 -0.64 1.22
2.27 -0.50 -0.28
-1.99 1.82 -1.03
0.89 -0.22 0.08
0.55 -0.26 0.75
-0.72 -0.16 0.38
-0.36 -0.98 0.31
0.10 0.20 -0.64
-0.20 -0.40 0.24
0.06 0.46 0.15
-0.27 -0.63 -0.04
0.15 0.01 -0.14
-0.40 -0.06 0.19
-0.40 -0.32 0.12
0.14 -0.32 -0.12
-0.52 0.26 0.49
0.34 0.33 -0.35
0.84 0.35 0.81
-2.02 -0.49 -1.23
0.63 2.39 1.46
0.09 -0.07 -0.99
0.64 -0.69 -0.62
-0.20 -0.05 0.08
-0.13 -0.17 -0.05
0.21 -0.02 -0.08
0.53 -0.13 0.43
-0.04 -0.96 -0.02
0.25 -0.04 -0.09
-0.44 -0.32 -0.52
0.32 0.32 0.11
-0.11 -0.76 0.52
-0.24 0.37 0.35
-0.61 -0.08 -0.03
0.27 1.67 4.05
-2.41 -0.44 -1.74
2.04 -2.15 -1.27
0.11 0.92 -0.72
0.04 -0.44 0.00
-0.26 0.85 0.44
0.32 -0.51 -1.15
-0.40 -0.07 0.32
2.43 -3.07 2.98
0.89 -0.32 -0.32
-1.74 -0.78 -4.04
-1.31 3.86 1.43
0.17 -0.19 0.11
-0.01 0.25 0.40
-0.50 0.51 -0.69
0.12 -0.28 0.25
-3.06 5.90 -4.15
-0.04 1.75 2.26
4.09 -9.44 -2.64
0.18 1.21 3.76
-0.09 0.15 0.40
-0.39 0.38 -0.13
-0.08 0.22 -0.02
-0.09 0.07 0.43
-0.86 0.32 0.21
0.12 -0.39 -0.86
-0.07 -0.18 0.13
0.46 0.02 -0.22
0.29 -0.18 -0.03
0.11 0.34 0.91
0.61 0.04 0.28
0.00 -0.42 0.50
-0.37 -0.08 0.17
0.07 0.01 -0.25
-0.12 0.03 -0.69
-0.41 0.24 -0.08
0.64 0.46 -1.46
0.12 -1.14 1.59
0.32 -0.12 -0.04
-0.86 0.02 0.06
-0.52 -0.06 -0.20
0.08 0.68 0.37

Calculated values
E_tot, eV: -59289.1024
E_HOMO, eV: -8.42
ΔE to the lowest compared entry with this formula, charge and spin, kcal/mol: 94.2
Charge: 0